# 1
Density functional theory data (wB97M-V/def2-TZVPD) for C14H17INO7P2S4SbTc as an isolated structure in a non-equilibrium geometry.

```
48
Properties=species:S:1:pos:R:3:mulliken_charge:R:1
Tc 1.08 -1.11 0.58 0.946
I 2.44 3.04 1.27 0.117
C 0.60 3.26 0.28 -0.295
C -0.13 4.30 0.80 -0.560
C -1.34 4.73 0.22 -0.756
C -1.79 4.12 -0.90 -0.864
C -1.07 3.03 -1.47 1.127
C -1.58 2.46 -2.66 -0.782
C -0.95 1.41 -3.26 -0.816
C 0.19 0.88 -2.65 -0.534
C 0.72 1.37 -1.48 0.655
C 0.13 2.53 -0.87 0.361
H 0.25 4.82 1.67 0.374
H -1.88 5.55 0.67 0.381
H -2.69 4.44 -1.40 0.332
H -2.49 2.88 -3.08 0.309
H -1.33 0.98 -4.17 0.381
H 0.69 0.01 -3.09 0.529
O -0.21 0.26 4.49 -0.577
P 0.05 -0.66 3.22 0.525
O -1.06 -1.59 2.94 -0.656
O 0.51 0.25 2.06 -0.116
O 1.37 -1.52 3.62 -0.265
P 2.89 -1.08 3.24 1.050
O 2.86 0.44 3.80 -0.443
O 3.92 -1.86 3.93 -0.746
O 2.86 -1.06 1.71 -0.185
H 0.54 0.87 4.60 0.339
H 3.74 0.66 4.14 0.265
S 5.85 -4.13 -1.19 -0.646
Sb 4.60 -2.29 -1.16 0.478
S 2.22 -3.00 -0.46 -0.140
S 2.08 0.43 -0.85 -0.368
S 2.57 -2.82 -2.52 -0.342
C -1.88 -3.26 0.19 -1.646
C -1.52 -2.11 -0.74 1.346
C -1.27 -2.61 -2.17 -1.342
C -2.58 -1.01 -0.70 -1.272
N -0.29 -1.52 -0.23 -0.159
H -2.87 -3.63 -0.08 0.448
H -1.88 -2.93 1.23 0.347
H -1.16 -4.08 0.08 0.359
H -2.14 -3.18 -2.48 0.456
H -0.39 -3.25 -2.21 0.281
H -1.13 -1.78 -2.86 0.172
H -3.51 -1.40 -1.09 0.443
H -2.27 -0.15 -1.30 0.131
H -2.73 -0.68 0.33 0.359
```

Computed properties:
- Charge: -1
- HOMO energy: -0.1943 Eh
- LUMO energy: 1.4 eV
- HOMO-LUMO gap: 6.7 eV
- Relative energy (zero: lowest compared OMol25 entry of this formula, charge and spin): 0.0 kJ/mol
- F_max: 1.6 eV/A
- E_tot: -4019.78769 hartree

# 2
Density functional theory data (wB97M-V/def2-TZVPD) for a 2-piece molecular cluster, C14H17N3 overall in a non-equilibrium geometry.

```
34
Properties=species:S:1:pos:R:3:mulliken_charge:R:1
C 2.36 -2.63 -1.01 -1.466
C 1.44 -1.90 -0.09 0.761
C 1.78 -1.04 0.91 -1.026
N 0.67 -0.64 1.59 0.010
C -0.43 -1.20 0.99 -0.287
C -1.77 -1.12 1.40 -0.722
C -2.68 -1.80 0.62 -0.538
C -2.28 -2.57 -0.49 -0.687
C -0.94 -2.71 -0.81 -0.430
C 0.00 -1.99 -0.06 0.965
H 2.00 -3.60 -1.32 0.366
H 3.35 -2.82 -0.60 0.385
H 2.57 -2.06 -1.92 0.268
H 2.72 -0.63 1.24 0.496
H 0.63 0.22 2.12 0.344
H -1.98 -0.58 2.32 0.404
H -3.72 -1.90 0.91 0.404
H -3.05 -3.04 -1.09 0.409
H -0.68 -3.26 -1.70 0.368
C 2.18 2.87 -1.80 -1.324
C 1.90 2.23 -0.44 -0.282
C 0.43 2.15 -0.14 0.371
C -0.51 1.35 -0.72 -0.331
N -1.73 1.80 -0.23 0.064
C -1.48 2.84 0.57 -0.349
N -0.20 3.09 0.66 -0.677
H 1.71 2.29 -2.59 0.315
H 3.24 2.88 -2.02 0.408
H 1.73 3.85 -1.83 0.329
H 2.39 1.25 -0.36 0.028
H 2.37 2.76 0.39 0.375
H -0.56 0.58 -1.49 0.390
H -2.59 1.38 -0.53 0.223
H -2.21 3.37 1.15 0.436
```

Computed properties:
- Structure (SMILES): Cc1c[nH]c2ccccc12.CCc1c[nH]cn1
- Charge: 0
- HOMO energy: -0.2889 Eh
- LUMO energy: 0.9 eV
- HOMO-LUMO gap: 8.7 eV
- Relative energy (zero: lowest compared OMol25 entry of this formula, charge and spin): 0.0 kJ/mol
- F_max: 1.1 eV/A
- E_tot: -707.95572 hartree

# 3
Density functional theory data (wB97M-V/def2-TZVPD) for an isolated molecule of C14H17N3O2S.

```
37
Properties=species:S:1:pos:R:3:mulliken_charge:R:1
C -5.89 -0.62 0.14 -1.038
C -5.21 0.65 0.64 -0.428
O -4.15 1.07 -0.19 -0.463
C -2.96 0.39 -0.16 0.685
C -2.03 0.79 -1.12 -0.697
C -0.78 0.20 -1.20 -0.204
C -0.44 -0.81 -0.30 0.412
N 0.80 -1.46 -0.32 -0.023
C 1.88 -1.22 -1.10 0.577
O 1.94 -0.38 -1.97 -0.619
C 3.07 -2.09 -0.73 -1.044
S 3.68 -1.54 0.92 -0.192
C 4.32 0.01 0.41 0.494
N 5.48 0.18 -0.15 -0.647
C 5.56 1.51 -0.42 -0.594
C 4.43 2.14 0.01 -0.190
N 3.63 1.18 0.55 0.228
C 2.32 1.37 1.09 -0.982
C -1.37 -1.20 0.66 -1.174
C -2.62 -0.61 0.73 -0.320
H -5.20 -1.45 0.12 0.339
H -6.26 -0.46 -0.88 0.302
H -6.74 -0.86 0.78 0.354
H -4.87 0.52 1.68 0.325
H -5.91 1.49 0.62 0.315
H -2.30 1.57 -1.81 0.416
H -0.08 0.51 -1.95 0.517
H 0.92 -2.16 0.40 0.211
H 3.88 -1.96 -1.44 0.471
H 2.80 -3.14 -0.62 0.421
H 6.43 1.92 -0.90 0.430
H 4.13 3.17 -0.03 0.407
H 2.30 2.27 1.71 0.406
H 2.06 0.51 1.71 0.297
H 1.58 1.47 0.29 0.342
H -1.11 -1.98 1.36 0.324
H -3.30 -0.95 1.49 0.342
```

Computed properties:
- Structure (SMILES): CCOc1ccc(NC(=O)CSc2nccn2C)cc1
- Charge: 0
- HOMO energy: -0.2955 Eh
- LUMO energy: 0.5 eV
- HOMO-LUMO gap: 8.5 eV
- Relative energy (zero: lowest compared OMol25 entry of this formula, charge and spin): 168.9 kJ/mol
- F_max: 0.6 eV/A
- E_tot: -1256.63095 hartree